Record 1
Entry from the Open Molecules 2025 dataset: a structure of composition C51H61ClIN2P2S5Y (ωB97M-V/def2-TZVPD).

Computed properties:
* energy: -151268.199 eV
* charge: +2
* largest force on an atom: 0.51 eV/A
* E_HOMO: -12.17 eV
* energy above the lowest of the compared OMol25 structures with the same formula, charge and spin: 1.147 eV

```
124
Properties=species:S:1:pos:R:3:lowdin_charge:R:1
Y 0.2045 -0.1373 -0.5817 1.110
I 1.6062 -2.1893 1.2038 1.226
C 0.4940 -3.8377 0.5966 -0.625
C 0.8322 -5.0813 1.0399 -0.126
C 0.0433 -6.1750 0.6332 -0.054
C -1.0419 -5.9693 -0.1690 -0.010
C -1.3938 -4.6724 -0.6146 -0.158
C -2.5511 -4.4634 -1.4014 -0.016
C -2.8957 -3.1986 -1.7718 -0.061
C -2.0780 -2.1098 -1.3983 -0.179
C -0.9083 -2.2222 -0.6718 -0.299
C -0.5988 -3.5538 -0.2501 -0.293
H 1.6775 -5.2359 1.6979 0.106
H 0.2996 -7.1696 0.9724 0.116
H -1.6622 -6.8047 -0.4709 0.123
H -3.1594 -5.3159 -1.6784 0.123
H -3.7947 -3.0235 -2.3508 0.109
H -2.4172 -1.1295 -1.7109 0.023
C -3.3475 1.0271 -2.5302 -0.072
C -2.0402 0.9859 -3.2472 -0.619
N -0.8858 0.5170 -2.8068 0.004
C 0.0279 0.4850 -3.8433 -0.339
C -0.4101 0.9858 -5.0306 -0.299
S -2.0258 1.4728 -4.8766 1.167
C 1.2773 -0.2363 -3.6825 -0.369
C 2.2401 -0.3351 -4.6383 -0.322
S 3.3747 -1.5094 -4.1777 1.164
C 2.5356 -1.7879 -2.7237 -0.608
N 1.4623 -1.0270 -2.5616 0.006
C 3.0078 -2.9087 -1.8579 -0.096
H -3.2323 1.2651 -1.4776 0.031
H -3.8434 0.0577 -2.6115 0.096
H -4.0010 1.7705 -2.9830 0.087
H 0.1161 1.0262 -5.9693 0.091
H 2.2943 0.1827 -5.5813 0.094
H 3.6651 -3.5569 -2.4364 0.087
H 2.1601 -3.5010 -1.5139 0.068
H 3.5619 -2.5529 -0.9914 0.021
C -2.7239 0.6767 4.5933 -0.529
C -1.2787 1.0091 4.9759 -0.509
S 0.0460 0.3816 3.9110 0.787
C 0.4770 -1.2056 4.6525 -0.558
C -0.5523 -2.3400 4.5990 -0.508
S -1.4864 -2.4220 3.0397 0.800
C -3.1106 -2.9439 3.6354 -0.520
C -4.0318 -1.8045 4.0477 -0.529
S -3.4629 -0.7643 5.4249 0.894
H -2.8023 0.5311 3.5197 0.009
H -3.3399 1.5398 4.8549 0.072
H -1.0609 0.7192 6.0056 0.084
H -1.1531 2.0942 4.9386 0.056
H 0.7620 -1.0349 5.6925 0.086
H 1.3921 -1.4907 4.1328 0.008
H -1.2674 -2.2250 5.4071 0.035
H -0.0209 -3.2814 4.7546 0.082
H -2.9799 -3.6590 4.4486 0.086
H -3.5685 -3.4939 2.8097 0.077
H -4.9888 -2.2226 4.3668 0.076
H -4.2443 -1.1615 3.1914 0.052
Cl -2.3252 0.2711 0.8113 0.725
C -3.1948 1.8102 0.8492 -0.603
C -4.4374 1.7660 1.4676 -0.090
C -5.1755 2.9315 1.5602 -0.034
C -4.6624 4.1199 1.0524 -0.036
C -3.4233 4.1319 0.4448 -0.075
C -2.6631 2.9632 0.3023 -0.407
P -0.9699 3.0342 -0.3805 1.067
C -0.3367 4.2487 0.8231 -0.393
C -0.4205 3.8805 2.1667 -0.122
C -0.0436 4.7665 3.1593 -0.069
C 0.4376 6.0245 2.8195 -0.056
C 0.5257 6.3946 1.4866 -0.053
C 0.1282 5.5146 0.4871 -0.086
C -1.1561 3.9422 -1.9553 -0.370
C -0.0059 4.3344 -2.6423 -0.112
C -0.0951 5.0082 -3.8499 -0.058
C -1.3375 5.3004 -4.3975 -0.063
C -2.4866 4.9117 -3.7274 -0.070
C -2.3972 4.2353 -2.5190 -0.111
H -4.8112 0.8344 1.8713 0.106
H -6.1440 2.9143 2.0418 0.123
H -5.2278 5.0381 1.1423 0.121
H -3.0166 5.0674 0.0798 0.124
H -0.7886 2.8945 2.4377 0.085
H -0.1112 4.4770 4.2007 0.113
H 0.7391 6.7168 3.5950 0.116
H 0.8889 7.3782 1.2173 0.115
H 0.1774 5.8296 -0.5490 0.103
H 0.9740 4.1336 -2.2280 0.073
H 0.8092 5.3174 -4.3584 0.115
H -1.4072 5.8373 -5.3346 0.116
H -3.4611 5.1401 -4.1409 0.118
H -3.3106 3.9558 -2.0134 0.093
C 3.0885 2.0020 -2.2136 -0.129
C 3.6593 2.4620 -0.8864 -0.547
C 3.1066 3.8388 -0.5322 -0.110
P 3.3605 1.1685 0.4263 1.054
C 4.7976 0.0154 0.0892 -0.535
C 6.1543 0.7037 -0.1062 -0.097
C 4.9683 -1.1232 1.1149 -0.165
C 3.8395 2.0954 1.9723 -0.535
C 4.4330 1.2121 3.0694 -0.100
C 2.6515 2.8500 2.5570 -0.132
H 3.3809 2.6792 -3.0197 0.101
H 1.9895 2.0180 -2.1834 0.047
H 3.4210 1.0001 -2.4817 0.045
H 4.7404 2.5655 -0.9881 0.093
H 2.0452 3.7884 -0.2794 0.034
H 3.2218 4.5014 -1.3939 0.093
H 3.6220 4.3021 0.3066 0.082
H 4.5178 -0.4233 -0.8762 0.072
H 6.4389 1.2730 0.7809 0.083
H 6.1944 1.3662 -0.9692 0.067
H 6.9193 -0.0596 -0.2589 0.092
H 5.8907 -0.9791 1.6767 0.080
H 5.0462 -2.0916 0.6189 0.070
H 4.1754 -1.1848 1.8556 -0.015
H 4.6122 2.8029 1.6519 0.111
H 3.7276 0.4393 3.3890 0.076
H 4.6364 1.8344 3.9423 0.092
H 5.3687 0.7372 2.7825 0.059
H 1.8788 2.1423 2.8692 0.016
H 2.2011 3.5712 1.8810 0.037
H 2.9725 3.3914 3.4497 0.098
```


Record 2
Entry from the Open Molecules 2025 dataset: a cluster of 2 separate species, C51H61F3N5 in total in a non-equilibrium geometry (ωB97M-V/def2-TZVPD).

Computed properties:
* energy: -69471.653 eV
* charge: +1
* largest force on an atom: 2.94 eV/A
* E_HOMO: -8.42 eV

```
120
Properties=species:S:1:pos:R:3:lowdin_charge:R:1
C -3.2451 -0.7299 -2.1848 -0.058
C -3.2766 -1.6192 -0.9496 -0.379
C -3.8496 -3.0106 -1.2195 -0.054
C -4.0008 -0.9566 0.2182 -0.126
C -5.3703 -0.7063 0.1419 -0.029
C -6.0726 -0.2688 1.2571 -0.052
C -5.4122 -0.0574 2.4648 -0.021
C -4.0429 -0.2815 2.5704 -0.120
C -3.2922 -0.0706 3.8778 -0.387
C -4.1194 -0.4417 5.1059 -0.068
C -2.7217 1.3373 3.9846 -0.051
C -3.3354 -0.6895 1.4232 -0.082
N -1.9201 -0.9616 1.5274 -0.004
N -1.5057 -2.0102 2.2896 0.190
N -0.1740 -2.1121 2.0268 0.010
C 0.5292 -3.3335 2.3390 -0.107
C 0.8143 -4.2772 1.3336 -0.144
C 0.2361 -4.1505 -0.0784 -0.367
C -0.6959 -5.3322 -0.3533 -0.054
C 1.3272 -3.9847 -1.1344 -0.049
C 1.5788 -5.3912 1.6767 -0.027
C 2.0020 -5.5891 2.9854 -0.043
C 1.7132 -4.6467 3.9641 -0.012
C 0.9215 -3.5405 3.6608 -0.126
C 0.5026 -2.5279 4.7182 -0.376
C 1.5785 -1.4644 4.8966 -0.036
C 0.0979 -3.2098 6.0251 -0.060
C 0.2830 -1.0116 1.3111 -0.109
C 1.6665 -0.6013 1.2799 -0.137
C 1.9910 0.7818 1.3486 -0.036
C 3.3066 1.2237 1.2752 -0.018
C 4.3259 0.2894 1.1355 -0.136
C 5.7500 0.7816 1.0799 -0.516
F 6.6218 -0.2111 0.7422 0.118
F 5.8999 1.7836 0.1550 0.112
F 6.1472 1.2815 2.2952 0.123
C 4.0522 -1.0699 1.0523 0.008
C 2.7485 -1.5111 1.2050 -0.005
C -0.8420 -0.3029 0.8887 -0.248
C -0.9240 0.7823 0.0354 0.023
H -2.7059 0.1954 -1.9528 0.055
H -2.7145 -1.2321 -3.0029 0.077
H -4.2562 -0.4779 -2.5270 0.081
H -2.2399 -1.7581 -0.6324 0.106
H -3.8115 -3.6048 -0.2984 0.087
H -4.8954 -2.9593 -1.5441 0.080
H -3.2646 -3.5331 -1.9855 0.075
H -5.8942 -0.8856 -0.7957 0.117
H -7.1477 -0.1149 1.1929 0.111
H -5.9837 0.2727 3.3321 0.114
H -2.4529 -0.7786 3.8410 0.100
H -4.5317 -1.4482 4.9824 0.090
H -3.4805 -0.4323 5.9959 0.081
H -4.9423 0.2624 5.2691 0.076
H -2.0761 1.5585 3.1273 0.070
H -3.5244 2.0854 4.0165 0.089
H -2.1248 1.4356 4.8979 0.081
H -0.3687 -3.2355 -0.0897 0.114
H -1.4581 -5.3925 0.4328 0.090
H -1.2082 -5.2186 -1.3133 0.075
H -0.1489 -6.2820 -0.3652 0.080
H 1.9203 -3.0876 -0.9186 0.062
H 1.9983 -4.8529 -1.1635 0.085
H 0.8847 -3.8589 -2.1294 0.080
H 1.8050 -6.1335 0.9091 0.120
H 2.5552 -6.4896 3.2433 0.113
H 2.0757 -4.7826 4.9835 0.119
H -0.4014 -2.0436 4.3261 0.106
H 1.8299 -1.0087 3.9309 0.065
H 1.2292 -0.6743 5.5674 0.085
H 2.4894 -1.9086 5.3176 0.092
H -0.6387 -3.9935 5.8181 0.091
H 0.9587 -3.6599 6.5297 0.076
H -0.3564 -2.4802 6.7015 0.082
H 1.1797 1.4891 1.5180 0.112
H 3.5332 2.2842 1.3222 0.127
H 4.8476 -1.7867 0.8729 0.128
H 2.5483 -2.5783 1.2826 0.103
H 0.0124 1.1082 -0.3704 -0.014
H -1.8886 1.1739 -0.2409 0.042
C 0.5504 -1.9424 -6.1249 -0.061
N 1.7345 -1.2881 -5.5911 -0.226
C 2.9354 -1.4422 -6.3932 -0.054
C 1.6248 -0.2625 -4.6544 -0.211
C 2.3629 -0.3321 -3.4392 0.022
C 2.1217 0.5965 -2.4491 0.020
C 1.2618 1.7141 -2.6773 -0.201
C 1.1244 2.6951 -1.6536 0.082
C 1.0499 4.0891 -1.8384 -0.186
C 0.9065 4.9052 -0.6712 0.014
C 0.7332 6.2626 -0.7804 0.016
C 0.7605 6.8893 -2.0635 -0.201
N 0.4219 8.2316 -2.1766 -0.224
C 1.2917 9.1876 -2.8324 -0.056
C -0.9268 8.7072 -1.9100 -0.049
C 1.0256 6.1069 -3.2185 0.025
C 1.1393 4.7316 -3.1159 0.018
C 0.5379 1.7807 -3.9043 -0.008
C 0.6998 0.7957 -4.8583 0.015
H -0.1926 -2.0884 -5.3293 0.092
H 0.0694 -1.3485 -6.9195 0.086
H 0.8498 -2.9222 -6.5239 0.093
H 3.8048 -1.1193 -5.8075 0.091
H 3.0415 -2.4977 -6.6810 0.090
H 2.8808 -0.8294 -7.3126 0.095
H 3.0517 -1.1673 -3.2727 0.129
H 2.6230 0.5093 -1.4817 0.114
H 1.3199 2.3918 -0.6246 0.090
H 0.9190 4.4222 0.3155 0.132
H 0.5850 6.8794 0.1037 0.128
H 2.3347 8.8961 -2.6568 0.098
H 1.1099 9.2300 -3.9184 0.089
H 1.1090 10.1801 -2.3939 0.094
H -1.4436 8.0391 -1.2120 0.092
H -0.8754 9.7180 -1.4790 0.091
H -1.5308 8.7512 -2.8348 0.097
H 1.0674 6.6097 -4.1908 0.128
H 1.3061 4.1343 -4.0142 0.115
H -0.1715 2.5948 -4.0699 0.124
H 0.1411 0.8281 -5.7965 0.123
```


Record 3
Entry from the Open Molecules 2025 dataset: a structure of composition C51H71BiGeN6OP3S4 in a non-equilibrium geometry (ωB97M-V/def2-TZVPD).

Computed properties:
* energy: -198591.159 eV
* spin multiplicity: 2
* charge: 0
* largest force on an atom: 1.85 eV/A
* E_HOMO (spin up / spin down): -7.03 / -7.44 eV

```
138
Properties=species:S:1:pos:R:3:lowdin_charge:R:1
Bi -0.6901 0.4419 1.2797 1.252
C -4.1646 -2.5662 2.1625 -0.130
C -3.5786 -3.1312 0.8696 -0.527
C -4.7088 -3.6098 -0.0434 -0.110
P -2.2812 -2.0131 0.0841 0.975
C -1.5674 -3.3754 -0.9730 -0.412
N -0.6041 -3.1440 -2.0397 -0.169
Ge 0.4757 -1.5023 -2.1687 1.091
N 2.3011 -2.2526 -2.4846 -0.186
C 3.2021 -2.2358 -1.3559 -0.411
P 2.2290 -2.3472 0.2094 1.035
C 3.5332 -1.9521 1.4896 -0.545
C 4.9841 -2.2898 1.1427 -0.116
C 3.4286 -0.4569 1.8155 -0.157
C 1.9488 -4.1958 0.2580 -0.539
C 0.8157 -4.5295 1.2318 -0.124
C 3.1615 -5.0705 0.5567 -0.110
C 2.8128 -2.1386 -3.7535 -0.266
C 4.1372 -1.8470 -4.1029 -0.027
C 4.4856 -1.6863 -5.4359 -0.094
C 3.5325 -1.7901 -6.4429 -0.091
C 2.2244 -2.1285 -6.1174 -0.006
C 1.8865 -2.3488 -4.7955 -0.185
N 0.6313 -2.8516 -4.3567 -0.053
C 0.6196 -4.1606 -3.8072 -0.192
C 1.2517 -5.2308 -4.4113 -0.006
C 1.1193 -6.5045 -3.8749 -0.088
C 0.3483 -6.6777 -2.7362 -0.088
C -0.2536 -5.5993 -2.1034 -0.035
C -0.1022 -4.2997 -2.6117 -0.259
C -0.5405 -2.4361 -5.0179 -0.195
C -1.3079 -3.2617 -5.8207 -0.004
C -2.4136 -2.7497 -6.4839 -0.090
C -2.7267 -1.4033 -6.3410 -0.092
C -1.9895 -0.5848 -5.5027 -0.036
C -0.9016 -1.0998 -4.7752 -0.274
N -0.1717 -0.4191 -3.8367 -0.147
C -0.5812 0.9627 -3.6677 -0.445
P 0.1214 1.9506 -2.2800 1.025
C 1.7510 2.5754 -2.9704 -0.559
C 1.7849 3.1129 -4.3987 -0.108
C 2.7811 1.4528 -2.8182 -0.140
C -1.0597 3.4091 -2.4346 -0.544
C -0.4321 4.6646 -1.8339 -0.119
C -1.6733 3.7239 -3.8022 -0.111
C -3.1249 -0.8716 -1.1326 -0.566
C -3.5919 -1.4978 -2.4468 -0.095
C -4.2267 -0.0677 -0.4310 -0.112
H -4.7381 -3.3473 2.6680 0.081
H -4.8384 -1.7297 1.9714 0.072
H -3.3886 -2.2311 2.8441 0.031
H -2.9733 -4.0007 1.1499 0.102
H -5.3280 -2.7775 -0.3751 0.062
H -5.3516 -4.2878 0.5233 0.083
H -4.3515 -4.1520 -0.9182 0.063
H -2.4224 -3.8817 -1.4315 0.085
H -1.1570 -4.0392 -0.2016 0.030
H 3.8389 -1.3393 -1.3255 0.079
H 3.8573 -3.1133 -1.4058 0.095
H 3.2169 -2.5182 2.3716 0.102
H 5.3614 -1.6086 0.3771 0.073
H 5.1250 -3.3082 0.7891 0.052
H 5.6031 -2.1584 2.0332 0.083
H 3.6189 0.1437 0.9204 0.070
H 4.1680 -0.1774 2.5702 0.084
H 2.4414 -0.2044 2.2050 -0.040
H 1.6063 -4.4066 -0.7637 0.079
H 1.1360 -4.3896 2.2662 0.081
H 0.5067 -5.5720 1.1116 0.083
H -0.0553 -3.8907 1.0784 0.028
H 3.5407 -4.8862 1.5638 0.076
H 3.9724 -4.9249 -0.1577 0.063
H 2.8635 -6.1205 0.5030 0.082
H 4.8965 -1.7441 -3.3385 0.102
H 5.5153 -1.4704 -5.6919 0.100
H 3.8203 -1.6563 -7.4775 0.098
H 1.4699 -2.2435 -6.8870 0.120
H 1.8266 -5.0640 -5.3147 0.123
H 1.5818 -7.3544 -4.3592 0.099
H 0.2050 -7.6725 -2.3320 0.102
H -0.8305 -5.7822 -1.2083 0.100
H -1.0321 -4.3035 -5.9333 0.118
H -3.0094 -3.3815 -7.1292 0.098
H -3.5703 -0.9882 -6.8786 0.102
H -2.2648 0.4579 -5.4136 0.095
H -1.6678 1.0140 -3.4859 0.069
H -0.3780 1.5039 -4.5965 0.083
H 2.0358 3.3879 -2.2925 0.092
H 1.4899 2.3436 -5.1155 0.076
H 2.8062 3.4133 -4.6468 0.080
H 1.1440 3.9840 -4.5289 0.055
H 2.5833 0.6597 -3.5441 0.062
H 2.7511 1.0163 -1.8150 0.048
H 3.7925 1.8246 -3.0011 0.082
H -1.8728 3.0965 -1.7708 0.078
H 0.3058 5.0954 -2.5156 0.074
H 0.0550 4.4367 -0.8930 0.036
H -1.1957 5.4206 -1.6423 0.083
H -0.9240 3.8694 -4.5795 0.060
H -2.2434 4.6529 -3.7153 0.081
H -2.3653 2.9504 -4.1343 0.063
H -2.3202 -0.1627 -1.3762 0.049
H -4.3343 -2.2778 -2.2882 0.062
H -2.7548 -1.9236 -3.0033 0.057
H -4.0484 -0.7251 -3.0726 0.085
H -5.1674 -0.6195 -0.4118 0.071
H -4.3925 0.8742 -0.9575 0.085
H -3.9510 0.1819 0.5961 0.035
S -1.5357 -0.9857 5.7398 0.508
C -1.1481 -0.5013 4.2273 -1.823
S -2.3174 0.3588 3.2229 0.415
S 0.4032 -0.6952 3.4889 0.365
S 0.9697 6.7065 3.6700 1.009
C 0.7930 4.9992 3.2248 -0.497
C 0.3907 4.0180 4.1202 -0.040
C 0.2447 2.7202 3.6631 -0.132
N 0.4554 2.3785 2.3922 -0.089
C 0.8848 3.3101 1.5462 -0.149
C 1.0879 4.6230 1.9177 -0.071
C -0.5174 6.9529 4.6343 -0.523
C -0.5630 6.6915 5.9944 -0.090
C -1.7530 6.9366 6.6673 -0.133
N -2.8377 7.4335 6.0800 0.065
C -2.7706 7.7020 4.7790 -0.135
C -1.6389 7.4753 4.0074 -0.077
H 0.1820 4.2418 5.1554 0.106
H -0.0358 1.9274 4.3437 0.080
H 1.0339 2.9766 0.5256 0.082
H 1.4475 5.3552 1.2071 0.107
H 0.3052 6.3256 6.5261 0.109
H -1.8356 6.7311 7.7289 0.109
H -3.6665 8.1212 4.3336 0.108
H -1.6286 7.7005 2.9500 0.106
C -2.6928 2.9672 1.3628 -0.289
O -1.7826 2.2196 0.6014 -0.629
H -2.2240 3.4327 2.2434 0.059
H -3.5365 2.3695 1.7294 0.037
H -3.1027 3.7775 0.7450 0.073
```